Entry from the OMol25 dataset: C80H120F17HfNO18 as an isolated structure in a non-equilibrium geometry (wB97M-V/def2-TZVPD).

Values from the calculation:
Highest occupied orbital energy: -8.73 eV
Frontier orbital gap: 9.098 eV
LUMO energy: 0.367 eV

The geometry in ORCA input format:
```
! wB97M-V def2-TZVPD RIJCOSX def2/J DEFGRID3
* xyz 0 1
Hf -1.2113 -2.2767 -1.2868
C 0.8535 -0.0410 -0.1315
O 0.9349 0.1827 1.2856
O 0.2647 -1.1789 -0.5056
C 0.2371 1.3018 -0.6167
F 1.1721 2.2990 -0.5011
F -0.0536 1.2457 -1.9318
F -0.8739 1.7697 0.0443
C 2.1493 -0.1839 1.8050
C 2.1866 -0.2648 3.3353
H 1.9437 0.6789 3.8031
H 1.6173 -1.1592 3.6894
H 3.2767 -0.3738 3.6349
H 3.0452 0.3855 1.4004
H 2.3201 -1.1969 1.3697
H 1.9053 -0.0397 -0.4858
C -4.2630 -3.0658 -2.2802
O -4.4028 -3.2983 -3.6125
O -3.1208 -2.5273 -1.9066
C -5.4089 -2.0563 -2.0219
F -5.1255 -1.1528 -1.0488
F -5.7552 -1.3439 -3.0547
F -6.4454 -2.7343 -1.4717
C -3.5465 -4.2640 -4.0366
C -3.9040 -4.6511 -5.4350
H -4.9687 -4.8412 -5.5843
H -3.6190 -3.8980 -6.1112
H -3.2733 -5.4462 -5.7334
H -3.4689 -5.0757 -3.2525
H -2.5378 -3.8558 -3.9373
H -4.5029 -4.0155 -1.7430
C -0.1425 -1.4033 -4.2606
O -0.2825 -2.5470 -5.1064
O -0.6906 -1.4790 -3.0674
C 1.3708 -1.3608 -4.0657
F 1.9523 -2.4167 -3.5102
F 2.0542 -1.2094 -5.2204
F 1.6867 -0.3002 -3.2694
C -1.0953 -2.4306 -6.3210
C -1.0097 -3.6621 -7.1361
H -1.8848 -3.6353 -7.8400
H -0.1265 -3.6061 -7.6991
H -1.0210 -4.5874 -6.5534
H -0.7719 -1.4872 -6.8288
H -2.1342 -2.3991 -5.9767
H -0.2872 -0.4435 -4.7776
C 0.5580 -4.2820 3.0723
C 0.6505 -4.7464 1.6640
C 1.0797 -6.2201 1.6511
C -0.0135 -7.2565 2.0478
C -1.2392 -6.9007 1.1024
C -1.7857 -5.5398 1.1898
N -0.6328 -4.5697 0.8137
O -1.2625 -3.2903 0.7496
C -2.3940 -5.2932 2.6102
C -2.9259 -5.4162 0.0879
C 1.7644 -4.0001 0.9110
H -0.0917 -4.7863 3.7241
H 0.4479 -3.2549 3.2221
H 1.6872 -4.5843 3.5334
H 1.9386 -6.2268 2.2436
H 1.3357 -6.4542 0.6079
H -0.3493 -7.1744 3.0797
H 0.3018 -8.3063 2.0974
H -2.0704 -7.6536 1.2480
H -0.8574 -7.1246 0.0858
H -1.7068 -5.7060 3.2924
H -3.2692 -5.9551 2.7493
H -2.6128 -4.2745 2.8181
H -3.6258 -6.2208 0.2359
H -2.5867 -5.4688 -0.9321
H -3.6072 -4.5620 0.2838
H 1.3442 -3.1412 0.4039
H 2.1371 -4.6790 0.1010
H 2.5980 -3.7096 1.5505
F -4.4785 -2.7429 6.0506
C -3.1643 -2.8209 6.0607
C -2.3801 -2.2648 5.0840
C -0.9900 -2.2671 5.1927
C -0.3774 -3.0627 6.1519
C -1.2384 -3.7337 7.1092
C -2.6353 -3.6195 7.0436
H -2.8147 -1.5842 4.3910
H -0.5272 -1.7213 4.4025
H 0.7513 -3.1518 6.2963
H -0.7940 -4.3060 7.9672
H -3.1831 -4.0704 7.8414
F 5.4411 6.1108 5.2824
C 5.2285 4.8708 4.8424
C 3.9607 4.5546 4.3651
C 3.7139 3.2927 3.8326
C 4.7825 2.4537 3.7016
C 6.0483 2.7520 4.1112
C 6.3257 4.0224 4.6668
H 3.2366 5.3177 4.3728
H 2.7278 3.0164 3.5932
H 4.6430 1.4972 3.1901
H 6.8508 1.9855 4.1207
H 7.2369 4.2046 5.1573
F 2.0600 3.7517 -9.9884
C 1.9894 3.4226 -8.6618
C 3.0079 3.6621 -7.7671
C 2.8395 3.4205 -6.4115
C 1.6403 2.8686 -5.9646
C 0.6253 2.6408 -6.9024
C 0.7553 2.9880 -8.2286
H 3.9817 4.0501 -8.1636
H 3.5949 3.6672 -5.6731
H 1.4310 2.5812 -4.8814
H -0.3011 2.2930 -6.4806
H -0.1332 3.0835 -8.8401
F 5.5786 4.8170 0.7287
C 5.1253 5.0215 -0.5260
C 3.9505 4.4842 -0.9464
C 3.6153 4.6819 -2.3104
C 4.5348 5.3293 -3.1517
C 5.7416 5.8719 -2.7191
C 6.0325 5.7260 -1.3588
H 3.2746 3.9575 -0.2978
H 2.6556 4.2698 -2.7372
H 4.2351 5.5124 -4.2068
H 6.4277 6.4460 -3.3304
H 7.0228 6.0968 -1.0410
F 0.0049 4.9345 8.7582
C -0.5414 3.9108 8.0640
C -0.2698 3.8137 6.7476
C -0.7510 2.7797 5.9733
C -1.5374 1.7670 6.5295
C -1.7108 1.8406 7.9030
C -1.2082 2.8839 8.7123
H 0.3442 4.5793 6.2956
H -0.5919 2.8633 4.8979
H -2.0137 0.9254 5.9820
H -2.3060 1.0780 8.4418
H -1.4351 3.0707 9.7345
F -2.5384 6.1099 -1.0238
C -1.9069 5.8678 -2.1580
C -1.5155 6.9368 -2.9698
C -0.7626 6.6990 -4.1256
C -0.4303 5.3930 -4.4368
C -0.8790 4.3235 -3.6814
C -1.7034 4.5644 -2.5824
H -1.7086 7.9672 -2.7249
H -0.4523 7.5361 -4.6913
H 0.2547 5.1913 -5.1876
H -0.6701 3.2964 -3.9664
H -2.1256 3.6950 -2.0048
F -6.2606 1.2312 0.8316
C -5.9478 0.8295 2.0912
C -6.1990 -0.4572 2.4924
C -5.8922 -0.8405 3.8280
C -5.3127 0.0541 4.6838
C -5.0316 1.3201 4.2453
C -5.3304 1.7165 2.9433
H -6.6142 -1.1725 1.7872
H -6.0129 -1.8198 4.1628
H -5.0271 -0.2798 5.6723
H -4.2298 1.9429 4.7825
H -5.0907 2.6822 2.5925
F 4.1590 2.6613 7.2928
C 3.8073 1.4087 7.0408
C 2.4658 1.1097 7.0274
C 2.0619 -0.1631 6.7557
C 3.0579 -1.1160 6.4996
C 4.3747 -0.8123 6.3287
C 4.7409 0.4800 6.5893
H 1.7559 1.8708 7.2247
H 1.0326 -0.4382 6.8939
H 2.8445 -2.1574 6.3945
H 5.0957 -1.5492 6.0620
H 5.7783 0.8096 6.5158
C 4.9818 -1.1752 0.0480
O 4.1563 -0.3256 -0.6592
H 4.3013 -1.6328 0.7568
H 5.4834 -1.8881 -0.6000
H 5.7362 -0.5862 0.6004
H 4.6663 0.1271 -1.3328
C -3.0592 0.4269 -4.2195
O -4.0922 1.4403 -4.4190
H -2.2687 0.8707 -3.5373
H -3.5135 -0.4205 -3.7730
H -2.6013 0.1216 -5.1707
H -3.7321 2.1169 -5.0259
C -0.3124 3.5631 2.4498
O 0.6833 2.6705 2.9497
H -0.6539 4.2887 3.1580
H 0.0890 4.0184 1.5535
H -1.1919 2.8892 2.1624
H 0.5806 1.9228 2.3433
C -2.6885 -0.4375 1.3271
O -2.6165 -0.9475 -0.0345
H -2.1106 -1.1160 2.0350
H -2.2921 0.5908 1.2627
H -3.7584 -0.4585 1.5677
H -3.4410 -0.9305 -0.4974
C 4.9960 1.4254 -3.2478
O 5.8898 1.1527 -2.2391
H 3.9869 1.5394 -2.7640
H 5.2507 2.3161 -3.7771
H 5.0067 0.6084 -3.9960
H 6.0400 1.7820 -1.5262
C -5.5882 3.7476 -2.5344
O -5.6258 2.3784 -2.2523
H -6.0189 4.3065 -1.7953
H -4.5200 4.0847 -2.7058
H -6.1378 3.9628 -3.4513
H -5.2171 1.9308 -3.0195
C 8.2126 2.9153 -0.0048
O 6.8607 2.3897 -0.0154
H 8.4122 3.5843 0.7695
H 8.9862 2.0627 0.1085
H 8.4607 3.5069 -0.8904
H 6.3736 3.0117 0.5358
C 0.6416 -8.9591 -2.7947
O -0.4568 -8.6382 -3.5766
H 1.4208 -9.6793 -3.1711
H 1.2881 -8.0056 -2.6783
H 0.2909 -9.2775 -1.8379
H -0.2021 -8.3835 -4.4456
C -4.5550 3.9503 0.4850
O -3.9998 2.7923 -0.0936
H -3.6812 4.6388 0.6129
H -5.2508 4.5700 -0.0888
H -5.0580 3.8260 1.4829
H -4.6603 2.2969 -0.5985
C -2.9922 3.1337 -7.3531
O -2.4359 3.2825 -6.0099
H -2.9821 2.0454 -7.5706
H -4.0244 3.4104 -7.2639
H -2.4604 3.6938 -8.1036
H -2.2737 4.2564 -5.9356
C 0.1155 -4.7349 -2.7303
O -0.4590 -4.1035 -1.6651
H -0.1596 -4.2904 -3.6605
H 1.1852 -4.9529 -2.6282
H -0.2908 -5.7779 -2.8387
H -0.3905 -4.8002 -0.1587
*
```